(1)
{"formula": "C22H19F5OSe3SiTcTe2", "method": "ωB97M-V/def2-TZVPD", "species": ["Te", "Te", "Tc", "Se", "Se", "Se", "Si", "F", "F", "F", "F", "F", "O", "C", "C", "C", "C", "C", "C", "C", "C", "C", "C", "C", "C", "C", "C", "C", "C", "C", "C", "C", "C", "C", "C", "H", "H", "H", "H", "H", "H", "H", "H", "H", "H", "H", "H", "H", "H", "H", "H", "H", "H", "H"], "coordinates": [[-4.97177, -3.15841, -0.51953], [-4.22182, -0.59844, -0.71946], [-0.99545, -2.49747, -0.07269], [-2.05195, -1.30613, -1.81821], [-2.79292, -3.83295, 0.63979], [0.56828, -3.51903, -1.54446], [0.01753, 0.27592, 1.49573], [1.56186, 0.24545, -5.05848], [-0.19793, -0.76244, -6.85928], [-1.23637, -4.26099, -3.93303], [-1.58808, -3.01818, -6.29218], [1.92128, -0.97616, -2.69714], [-0.29742, -1.34118, 1.12160], [-1.76968, 1.97613, -0.02165], [-0.73669, 2.05357, 3.52056], [2.50625, 1.64118, 1.56982], [-2.30840, 0.12845, 3.10392], [-0.84096, 0.57075, 3.14168], [-2.17522, 2.59905, -1.19561], [-1.35295, 2.57617, -2.31405], [-0.11849, 1.94587, -2.25119], [-0.01913, -1.37570, -5.69368], [4.03208, -0.62499, 2.03472], [4.64408, 0.61811, 1.95922], [3.88062, 1.75284, 1.72662], [0.35921, -2.66429, -3.24581], [-0.54099, 1.31628, 0.05522], [-0.72534, -2.52994, -5.40328], [1.05611, -1.50873, -3.56219], [0.87886, -0.86445, -4.77348], [2.65727, -0.73113, 1.88262], [-0.52899, -3.16176, -4.18807], [1.87067, 0.39904, 1.64762], [0.28086, 1.32748, -1.07600], [-0.11195, -0.26700, 4.20433], [-2.90872, 0.69686, 2.39296], [0.30479, 2.38214, 3.56817], [-0.60208, -0.13168, 5.17361], [2.19038, -1.70766, 1.93971], [-2.75524, 0.26476, 4.09427], [-1.17774, 2.21622, 4.50899], [-2.42804, 2.00785, 0.83757], [4.62699, -1.51224, 2.20986], [0.53186, 1.93346, -3.11764], [1.92291, 2.53419, 1.37125], [5.71696, 0.70147, 2.07654], [-2.40342, -0.92687, 2.83874], [-3.13273, 3.10370, -1.23567], [1.24537, 0.83510, -1.04367], [4.35574, 2.72319, 1.66027], [-0.14120, -1.33292, 3.96551], [0.93258, 0.02946, 4.31336], [-1.67024, 3.05629, -3.23103], [-1.26062, 2.69977, 2.81323]], "atomic_forces_ev_per_a": [[-0.018, -0.065, -0.009], [0.047, 0.031, 0.027], [-0.033, -0.058, -0.198], [0.036, -0.108, 0.039], [0.005, 0.087, 0.019], [-0.067, 0.076, 0.099], [-0.034, -0.042, 0.022], [-0.010, 0.011, 0.010], [0.002, -0.003, 0.022], [0.023, 0.035, -0.007], [0.003, 0.003, 0.011], [0.013, -0.026, 0.022], [0.074, -0.018, 0.047], [0.000, 0.001, -0.023], [-0.003, -0.009, -0.008], [0.010, -0.022, 0.005], [-0.004, -0.020, 0.001], [0.012, 0.037, 0.048], [-0.003, -0.012, 0.013], [0.009, 0.002, -0.004], [0.003, 0.024, -0.020], [0.016, 0.005, -0.023], [0.004, -0.004, 0.002], [0.013, -0.012, 0.002], [-0.030, 0.013, -0.004], [-0.040, 0.006, 0.012], [0.002, 0.067, -0.013], [-0.007, -0.029, 0.008], [0.006, 0.013, -0.054], [-0.018, 0.004, 0.017], [-0.014, 0.020, -0.022], [-0.008, -0.022, -0.042], [0.028, -0.015, 0.017], [-0.012, 0.023, -0.002], [-0.026, 0.004, 0.000], [0.002, 0.010, -0.012], [0.001, 0.007, 0.006], [-0.004, -0.002, 0.002], [-0.004, -0.002, 0.000], [-0.003, -0.001, 0.001], [0.000, -0.003, 0.007], [0.006, -0.007, -0.007], [0.001, -0.002, 0.000], [-0.001, 0.003, 0.010], [-0.002, 0.009, -0.007], [0.002, 0.002, 0.000], [-0.002, -0.001, 0.002], [0.001, 0.004, -0.004], [0.019, -0.020, 0.000], [0.001, 0.002, 0.002], [0.006, -0.002, -0.002], [0.008, 0.004, -0.010], [-0.009, 0.002, 0.002], [0.000, -0.003, -0.005]], "lowdin_charge": [0.186, 0.239, 0.436, 0.066, -0.110, 0.716, 0.556, 0.122, 0.139, 0.089, 0.133, 0.082, -0.501, -0.146, -0.081, -0.094, -0.086, -0.607, -0.104, -0.079, -0.082, -0.129, -0.079, -0.085, -0.080, -0.556, -0.250, -0.142, -0.278, -0.143, -0.085, -0.306, -0.235, -0.117, -0.089, 0.050, 0.077, 0.087, 0.099, 0.089, 0.088, 0.080, 0.103, 0.103, 0.107, 0.102, 0.066, 0.106, 0.100, 0.103, 0.082, 0.079, 0.107, 0.072], "charge": 0, "s2": 0.763, "multiplicity": 2, "homo_energy_ev": [-7.86, -7.85], "lumo_ev": [-1.21, -1.79], "gap_ev": [6.65, 6.06]}

=====

(2)
{"formula": "C22H19FN2O2", "method": "ωB97M-V/def2-TZVPD", "species": ["F", "O", "O", "N", "N", "C", "C", "C", "C", "C", "C", "C", "C", "C", "C", "C", "C", "C", "C", "C", "C", "C", "C", "C", "C", "C", "C", "H", "H", "H", "H", "H", "H", "H", "H", "H", "H", "H", "H", "H", "H", "H", "H", "H", "H", "H"], "coordinates": [[-6.70191, 3.01015, 0.81721], [4.19599, 2.26401, -0.76101], [-0.88683, -2.64038, -0.79936], [-2.63884, -1.23727, -1.02555], [3.10834, 0.30953, -0.29468], [7.75874, -0.49267, 1.39024], [-6.12105, 1.79197, 0.79217], [-4.80962, 1.66344, 1.21022], [-3.64384, -2.23296, -0.75169], [-4.22345, 0.41051, 1.17964], [-0.78329, 0.86587, -1.72358], [0.89667, -0.49152, -0.67841], [5.36208, -0.34723, 1.38971], [1.43060, 1.74906, -1.35581], [-6.24939, -0.53696, 0.32257], [1.82238, 0.54220, -0.78113], [7.81575, 0.39716, 0.33004], [4.19297, 1.14282, -0.29763], [-4.26590, -2.04301, 0.64379], [-1.31305, -1.51306, -0.96998], [6.53295, -0.85486, 1.92400], [0.13785, 1.89326, -1.82660], [-0.40542, -0.33841, -1.13496], [-4.93282, -0.70151, 0.73809], [-6.85415, 0.70628, 0.34884], [6.64909, 0.91596, -0.19867], [5.41225, 0.53606, 0.31490], [6.48842, -1.53436, 2.76235], [-2.94639, -0.27808, -1.03363], [-4.99055, -2.84033, 0.81109], [-4.26674, 2.53017, 1.55267], [-3.47586, -2.12622, 1.39139], [3.25308, -0.62417, 0.06488], [1.17351, -1.44203, -0.24400], [8.77051, 0.68982, -0.08051], [-1.77484, 1.00361, -2.12882], [-0.15341, 2.82628, -2.28542], [2.13920, 2.55554, -1.43918], [-3.14868, -3.20451, -0.80999], [-7.87639, 0.84223, 0.03323], [4.41647, -0.61713, 1.83952], [-3.20140, 0.29578, 1.51148], [-4.42472, -2.17425, -1.51652], [8.66883, -0.89694, 1.80780], [6.67312, 1.61951, -1.01708], [-6.81028, -1.39335, -0.02161]], "atomic_forces_ev_per_a": [[0.032, -0.085, 0.006], [0.009, 0.085, -0.095], [0.174, -0.154, 0.113], [-0.192, 0.223, -0.083], [0.106, -0.386, 0.220], [0.006, -0.025, 0.056], [0.078, -0.103, -0.010], [-0.210, 0.201, -0.057], [-0.028, -0.344, 0.164], [-0.124, -0.061, -0.002], [-0.056, -0.105, 0.048], [-0.081, 0.037, -0.038], [-0.046, 0.080, -0.124], [0.138, 0.129, -0.024], [0.120, 0.081, 0.061], [-0.439, 0.190, -0.166], [0.022, 0.008, -0.014], [-0.058, -0.128, 0.051], [0.091, 0.022, -0.325], [-0.231, 0.028, -0.090], [0.056, -0.097, 0.067], [-0.085, -0.066, 0.033], [0.440, 0.209, -0.010], [0.034, -0.114, 0.127], [-0.011, 0.242, 0.024], [-0.166, 0.025, -0.033], [0.323, 0.004, 0.129], [-0.004, -0.038, 0.066], [0.154, -0.030, -0.003], [0.003, -0.038, 0.061], [0.028, 0.107, 0.036], [-0.012, -0.070, 0.021], [0.087, 0.206, -0.098], [0.021, -0.104, 0.031], [0.070, 0.020, -0.042], [-0.084, 0.004, -0.038], [-0.009, 0.073, -0.042], [0.012, 0.008, -0.005], [-0.128, 0.102, -0.072], [-0.105, 0.043, -0.024], [-0.075, -0.016, 0.027], [0.097, -0.024, 0.046], [0.047, -0.074, 0.060], [0.071, -0.031, 0.035], [-0.001, 0.069, -0.053], [-0.074, -0.103, -0.035]], "lowdin_charge": [0.055, 0.083, 0.063, 0.070, 0.137, -0.082, -0.280, -0.002, -0.163, -0.046, -0.040, 0.043, -0.039, 0.000, -0.033, -0.200, -0.071, -0.414, -0.129, -0.446, -0.079, -0.064, -0.131, -0.251, -0.004, -0.016, -0.140, 0.104, 0.114, 0.116, 0.119, 0.121, 0.133, 0.123, 0.105, 0.107, 0.107, 0.100, 0.120, 0.118, 0.111, 0.118, 0.125, 0.103, 0.119, 0.117], "charge": 0, "homo_energy_ev": -8.73, "lumo_ev": 0.50, "gap_ev": 9.23}

=====

(3)
{"formula": "C22H19FNO", "method": "ωB97M-V/def2-TZVPD", "species": ["F", "O", "N", "C", "C", "C", "C", "C", "C", "C", "C", "C", "C", "C", "C", "C", "C", "C", "C", "C", "C", "C", "C", "C", "C", "H", "H", "H", "H", "H", "H", "H", "H", "H", "H", "H", "H", "H", "H", "H", "H", "H", "H", "H"], "coordinates": [[1.12751, -5.19803, -0.34786], [2.22503, 2.05234, 4.59138], [-1.23623, 1.22927, 1.66256], [3.36443, -0.90121, -1.84742], [-0.96897, 1.17975, 3.02582], [-1.76076, 0.81997, 4.10790], [-1.19562, 0.87814, 5.39629], [1.42514, -4.56785, 1.92073], [2.43031, -2.41630, 2.40814], [2.11515, -3.08870, 0.08964], [0.90160, 1.89706, 1.90817], [-0.11154, 1.66262, 0.97895], [1.87161, -3.60658, 2.84216], [0.12555, 1.28712, 5.60231], [2.78211, 2.12540, 5.92297], [3.18538, -0.86212, 0.69237], [0.37804, 1.60373, 3.20228], [4.21307, 0.96786, -0.53851], [3.56342, -0.30973, -0.56340], [4.37654, 1.00976, -2.95108], [0.93193, 1.65428, 4.50158], [4.60794, 1.60837, -1.70115], [2.58403, -2.10867, 1.01729], [3.75429, -0.24411, -3.01055], [1.56659, -4.26885, 0.56877], [-2.13011, 0.98425, 1.24676], [-0.11061, 1.78450, -0.10050], [3.43972, -0.24853, 1.56214], [2.77297, 1.13675, 6.39882], [4.68278, 1.51517, -3.86577], [0.54597, 1.32588, 6.60991], [3.57232, -0.72078, -3.97621], [2.90614, -1.87816, -1.93413], [0.98181, -5.50623, 2.24070], [2.77910, -1.67303, 3.12628], [4.38996, 1.42024, 0.43973], [5.10091, 2.57952, -1.64028], [3.80367, 2.47408, 5.78700], [-1.78370, 0.60263, 6.27001], [1.77495, -3.80239, 3.91032], [2.21637, 2.83072, 6.54506], [2.16447, -2.93253, -0.97908], [1.90283, 2.25916, 1.72188], [-2.79037, 0.50280, 3.95098]], "atomic_forces_ev_per_a": [[0.502, 1.081, 1.004], [0.274, 0.004, 0.632], [-0.017, -0.070, 0.168], [0.111, 0.294, -0.142], [0.936, 0.375, -0.155], [-0.257, -0.218, 1.000], [-0.488, -0.068, -0.981], [0.361, 0.779, 0.194], [0.215, 0.464, -0.421], [-0.074, -0.149, 0.440], [-0.489, -0.183, -0.991], [0.689, 0.040, 1.154], [-0.125, -0.301, -0.050], [0.986, 0.349, -0.706], [-0.283, -0.024, -0.509], [0.131, -0.191, -0.413], [-0.522, -0.298, 0.216], [-0.230, -0.348, 0.169], [0.236, 0.471, -0.382], [-0.091, -0.068, 0.649], [-0.929, -0.351, 0.447], [0.034, 0.003, -0.075], [-0.533, -0.823, 0.442], [-0.156, -0.321, 0.254], [-0.232, -0.451, -1.160], [0.496, 0.183, 0.160], [-0.071, -0.033, 0.344], [-0.109, -0.104, -0.240], [0.059, 0.166, -0.097], [-0.075, -0.122, 0.222], [-0.321, -0.053, -0.378], [0.092, 0.171, 0.337], [0.243, 0.444, -0.227], [0.070, 0.144, -0.114], [-0.160, -0.244, -0.080], [-0.023, 0.006, -0.340], [-0.157, -0.306, -0.037], [-0.091, -0.030, 0.078], [0.008, 0.047, -0.300], [0.029, 0.072, -0.327], [0.149, -0.097, -0.172], [-0.207, -0.351, 0.390], [-0.171, 0.054, -0.185], [0.189, 0.056, 0.182]], "lowdin_charge": [0.061, -0.087, 0.070, 0.020, -0.212, -0.031, -0.080, 0.064, 0.016, 0.090, -0.037, -0.091, -0.025, -0.034, -0.060, 0.133, -0.121, 0.010, -0.171, -0.007, -0.237, -0.037, -0.163, -0.034, -0.208, 0.160, 0.110, 0.132, 0.093, 0.126, 0.100, 0.124, 0.090, 0.140, 0.128, 0.126, 0.123, 0.091, 0.106, 0.126, 0.099, 0.102, 0.092, 0.107], "charge": 1, "homo_energy_ev": -9.78, "lumo_ev": -6.04, "gap_ev": 3.74}

=====

(4)
{"formula": "C22H19N3O2", "method": "ωB97M-V/def2-TZVPD", "species": ["O", "O", "N", "N", "N", "C", "C", "C", "C", "C", "C", "C", "C", "C", "C", "C", "C", "C", "C", "C", "C", "C", "C", "C", "C", "C", "C", "H", "H", "H", "H", "H", "H", "H", "H", "H", "H", "H", "H", "H", "H", "H", "H", "H", "H", "H"], "coordinates": [[-7.57979, -0.27062, 0.19170], [-6.74224, -0.34714, -1.87329], [-1.61165, 1.77264, 1.18987], [-0.39747, -0.71067, 1.02868], [1.14780, -0.11321, -0.46929], [4.77665, 1.15271, 1.26139], [-3.03069, 0.96348, -0.62389], [1.99678, 0.70304, -1.29051], [2.07737, -3.69076, -0.33855], [0.11430, 0.27001, 0.34445], [-4.26618, 0.52461, -1.04482], [0.32050, -1.82648, 0.67865], [1.31266, -1.46407, -0.26004], [4.44011, 1.23902, -1.48063], [-3.84578, 1.06402, 1.63565], [5.68421, 1.48508, -0.92904], [5.85546, 1.44117, 0.44437], [3.53021, 0.91192, 0.70997], [-2.79454, 1.24621, 0.72557], [2.20610, -2.38772, -0.77607], [-5.07737, 0.62904, 1.21507], [-6.63712, -0.10809, -0.54829], [0.20641, -3.14426, 1.10374], [-5.30866, 0.35422, -0.13549], [-0.38315, 1.68094, 0.44263], [3.35273, 0.95200, -0.66567], [1.09434, -4.06100, 0.58133], [2.69642, 0.68213, 1.35777], [4.90309, 1.11372, 2.33302], [-5.88619, 0.48671, 1.91546], [0.36692, 2.30335, 0.94566], [2.12898, 0.20679, -2.25898], [-7.64269, -0.64816, -2.06805], [-0.54131, 2.09988, -0.55681], [1.49940, 1.66213, -1.47048], [-4.43444, 0.30507, -2.08768], [4.30977, 1.26967, -2.55324], [6.52223, 1.70685, -1.57290], [2.97311, -2.10319, -1.48092], [2.75438, -4.44328, -0.71481], [1.03432, -5.09401, 0.89051], [-3.67154, 1.26925, 2.68213], [-2.24343, 1.07454, -1.35287], [6.82729, 1.62858, 0.87549], [-1.48502, 1.63985, 2.18345], [-0.55224, -3.42597, 1.81574]], "atomic_forces_ev_per_a": [[0.127, 0.027, -0.012], [0.198, -0.008, -0.388], [0.362, 0.196, 0.315], [-0.375, 0.388, 0.275], [-0.249, -0.070, 0.056], [0.022, 0.032, 0.062], [0.304, 0.058, 0.095], [0.191, 0.205, -0.138], [0.096, -0.025, -0.091], [-0.091, -0.179, 0.036], [-0.321, -0.073, 0.172], [0.630, 0.091, -0.492], [-0.331, -0.487, 0.384], [-0.102, -0.005, 0.032], [0.093, -0.022, -0.015], [0.072, 0.036, -0.044], [0.078, 0.017, 0.031], [-0.063, 0.001, -0.051], [-0.451, 0.010, -0.180], [0.120, 0.090, -0.130], [-0.071, -0.093, -0.236], [-0.662, -0.160, 0.136], [0.022, 0.090, -0.052], [0.341, 0.095, -0.038], [-0.157, 0.111, -0.020], [0.045, -0.008, -0.022], [-0.061, -0.160, 0.094], [-0.087, -0.069, 0.052], [0.017, -0.007, 0.089], [-0.054, 0.000, 0.070], [-0.086, -0.020, -0.151], [-0.067, 0.131, 0.079], [0.085, 0.073, 0.293], [0.112, 0.030, 0.106], [-0.005, -0.169, -0.044], [0.016, -0.004, -0.074], [-0.004, -0.017, -0.129], [0.073, 0.014, -0.051], [0.101, 0.000, -0.066], [0.054, -0.049, -0.033], [-0.008, -0.080, 0.029], [0.002, 0.037, 0.114], [0.101, 0.010, -0.064], [0.084, 0.009, 0.035], [-0.005, -0.005, -0.124], [-0.095, -0.037, 0.090]], "lowdin_charge": [0.093, 0.094, 0.021, 0.186, 0.006, -0.074, -0.015, -0.083, -0.095, -0.285, -0.010, -0.218, -0.165, -0.047, -0.013, -0.082, -0.089, -0.030, -0.264, -0.014, -0.007, -0.496, -0.014, -0.155, -0.124, -0.203, -0.098, 0.115, 0.105, 0.121, 0.133, 0.136, 0.127, 0.117, 0.131, 0.116, 0.112, 0.103, 0.109, 0.099, 0.098, 0.111, 0.102, 0.102, 0.133, 0.110], "charge": 0, "homo_energy_ev": -8.12, "lumo_ev": 0.52, "gap_ev": 8.65}

=====

Here are the calculated energy numbers, same order: -9535.044017; -1209.665522; -1079.312609; -1164.559180 (a.u.).